(1)
Entry from the Open Molecules 2025 dataset: C14H5AuF9N4O6S as an isolated structure (ωB97M-V/def2-TZVPD).

Results
**HOMO (spin up / spin down)**: -5.870 / -6.354 eV
**⟨S²⟩**: 2.038
**Orbital gap (spin up / spin down)**: 8.0 / 3.8 eV

```
! wB97M-V def2-TZVPD RIJCOSX def2/J DEFGRID3
* xyz -1 3
Au -0.250 -4.390 16.051
F -0.694 -4.939 20.083
C -0.030 -3.882 19.582
F 0.532 -3.239 20.628
F 0.930 -4.349 18.755
C -0.948 -2.950 18.777
O -1.281 -3.487 17.547
C -2.337 -2.820 19.516
F -3.090 -1.821 18.973
F -2.274 -2.619 20.845
F -3.103 -3.946 19.342
C -0.269 -1.546 18.618
F 1.087 -1.731 18.432
F -0.717 -0.858 17.518
F -0.399 -0.692 19.647
N 0.021 -8.321 10.938
C 0.124 -7.677 11.896
N -0.295 -7.081 12.964
C 0.153 -6.229 13.770
N 0.547 -5.525 14.621
O -5.995 -7.558 16.029
S -4.754 -7.936 15.425
O -4.563 -9.291 14.969
N -3.522 -7.407 16.419
C -2.721 -6.464 15.833
O -1.699 -5.984 16.418
C -3.235 -6.050 14.537
C -2.810 -4.986 13.744
C -3.331 -4.872 12.456
C -4.336 -5.731 12.016
C -4.901 -6.628 12.903
C -4.304 -6.824 14.117
H -1.938 -4.412 14.108
H -2.907 -4.103 11.812
H -4.695 -5.717 10.989
H -5.709 -7.263 12.610
O 0.581 -2.879 13.602
C 1.463 -2.774 14.465
O 1.418 -3.167 15.754
H 2.526 -2.450 14.263
*
```

(2)
Entry from the Open Molecules 2025 dataset: C32H19Cl5CrGeI2NO2 as an isolated structure (ωB97M-V/def2-TZVPD).

Results
**HOMO (spin up / spin down)**: -8.150 / -8.009 eV
**⟨S²⟩**: 0.814
**Orbital gap (spin up / spin down)**: 7.2 / 7.2 eV

```
! wB97M-V def2-TZVPD RIJCOSX def2/J DEFGRID3
* xyz 0 2
Cr -1.410 1.003 -1.180
I -3.219 -1.326 -5.343
C -3.567 -1.654 -3.328
C -4.385 -2.740 -2.928
C -4.636 -3.005 -1.611
I -5.834 -4.636 -1.115
C -4.065 -2.183 -0.596
C -4.219 -2.338 0.802
C -3.593 -1.483 1.669
C -2.776 -0.456 1.156
N -2.620 -0.293 -0.143
C -3.259 -1.120 -1.019
C -2.996 -0.833 -2.390
O -2.204 0.201 -2.655
H -4.813 -3.369 -3.697
H -4.835 -3.145 1.177
H -3.701 -1.588 2.738
H -2.238 0.228 1.801
Cl 2.652 6.540 0.164
C 1.509 5.256 0.201
C 1.045 4.705 -0.990
Cl 1.587 5.288 -2.512
C 0.145 3.655 -0.935
Cl -0.494 2.923 -2.388
C -0.318 3.120 0.270
O -1.113 2.065 0.293
C 0.119 3.722 1.458
Cl -0.498 3.121 2.944
C 1.033 4.766 1.420
Cl 1.596 5.450 2.891
C 1.815 0.527 -2.888
Ge 0.885 0.014 -1.234
C 1.046 -1.940 -1.126
C -0.043 -2.804 -1.091
C 0.128 -4.181 -1.022
C 1.404 -4.717 -0.983
C 2.506 -3.873 -1.015
C 2.324 -2.499 -1.086
C 1.917 0.798 0.247
C 2.886 1.727 -0.039
C 3.599 2.402 0.981
C 3.340 2.127 2.289
C 2.360 1.165 2.640
C 2.073 0.877 3.997
C 1.112 -0.031 4.332
C 0.395 -0.701 3.316
C 0.656 -0.441 2.002
C 1.642 0.502 1.619
H 2.785 0.028 -2.939
H 1.972 1.602 -2.959
H 1.221 0.212 -3.746
H -1.048 -2.405 -1.123
H -0.737 -4.832 -0.999
H 1.544 -5.789 -0.928
H 3.506 -4.285 -0.980
H 3.197 -1.855 -1.097
H 3.113 1.976 -1.069
H 4.348 3.137 0.714
H 3.876 2.639 3.079
H 2.627 1.400 4.766
H 0.901 -0.244 5.371
H -0.354 -1.435 3.584
H 0.112 -0.975 1.232
*
```

(3)
Entry from the Open Molecules 2025 dataset: a 2-piece molecular cluster, C3H10NOS overall (ωB97M-V/def2-TZVPD).

Results
**HOMO**: -2.380 eV
**Relative energy (zero: lowest compared OMol25 entry of this formula, charge and spin)**: 1.191 eV
**Orbital gap**: 6.0 eV

```
! wB97M-V def2-TZVPD RIJCOSX def2/J DEFGRID3
* xyz -1 1
C 1.460 -1.423 -0.692
N 0.134 -1.416 -0.146
C -0.418 -0.081 0.051
C -1.950 -0.103 0.133
S -2.703 0.955 -1.184
H 1.615 -0.648 -1.459
H 1.700 -2.375 -1.169
H 2.184 -1.227 0.109
H -0.537 -1.990 -0.630
H -0.081 0.312 1.026
H -0.070 0.643 -0.667
H -2.260 0.302 1.085
H -2.304 -1.130 0.034
H 0.434 2.280 1.358
H 1.439 3.354 0.823
O 1.355 2.548 1.330
*
```

(4)
Entry from the Open Molecules 2025 dataset: a 6-piece molecular cluster, C24H40O10 overall (ωB97M-V/def2-TZVPD).

Results
**HOMO (spin up / spin down)**: -11.741 / -11.741 eV
**⟨S²⟩**: 0.754
**Orbital gap (spin up / spin down)**: 8.8 / 2.4 eV

```
! wB97M-V def2-TZVPD RIJCOSX def2/J DEFGRID3
* xyz 1 2
C -0.302 -3.240 1.551
C -0.113 -2.119 2.595
C -0.302 -0.818 1.779
O 0.220 -1.200 0.531
C 0.479 -2.580 0.438
H -1.368 -3.336 1.345
H 0.032 -4.231 1.858
H 0.938 -2.209 2.869
H -0.734 -2.218 3.486
H 0.221 0.011 2.255
H -1.370 -0.638 1.655
H 1.516 -2.873 0.274
H -0.043 -2.860 -0.477
C -5.341 -0.314 -0.561
C -3.919 -0.333 -0.131
C -3.180 -0.198 -1.451
O -4.041 -0.715 -2.400
C -5.306 -0.165 -2.082
H -5.942 0.471 -0.101
H -5.786 -1.253 -0.232
H -3.809 -1.252 0.443
H -3.733 0.500 0.547
H -2.328 -0.873 -1.523
H -2.913 0.826 -1.712
H -6.051 -0.763 -2.607
H -5.317 0.889 -2.359
O 2.694 -4.003 -3.403
C 1.849 -4.830 -2.959
O 0.994 -4.456 -2.061
C -0.008 -5.466 -1.749
C 0.445 -6.689 -2.503
C 1.679 -6.211 -3.314
H -1.045 -5.177 -1.917
H 0.107 -5.700 -0.690
H -0.280 -7.002 -3.254
H 0.634 -7.559 -1.875
H 1.592 -6.462 -4.371
H 2.410 -6.801 -2.762
O 6.332 3.809 0.605
C 5.551 4.107 1.469
O 4.559 5.065 1.225
C 3.436 4.975 2.143
C 3.698 3.622 2.805
C 5.252 3.408 2.751
H 2.524 4.907 1.551
H 3.329 5.797 2.851
H 3.092 2.805 2.412
H 3.361 3.632 3.841
H 5.486 2.346 2.684
H 5.772 3.913 3.565
O -3.357 6.388 0.779
C -2.825 5.339 1.112
O -2.136 5.276 2.322
C -1.710 3.989 2.588
C -1.690 3.323 1.181
C -2.778 4.028 0.430
H -2.480 3.509 3.191
H -0.734 3.946 3.072
H -2.015 2.291 1.312
H -0.753 3.321 0.625
H -3.747 3.593 0.673
H -2.613 4.157 -0.640
O 1.950 2.394 0.007
C 1.698 1.473 -0.784
O 0.612 1.319 -1.497
C 0.737 0.148 -2.287
C 2.243 -0.323 -2.251
C 2.785 0.432 -1.083
H 0.158 0.157 -3.211
H 0.110 -0.481 -1.656
H 2.611 -0.038 -3.237
H 2.320 -1.403 -2.127
H 3.781 0.718 -1.421
H 2.861 -0.096 -0.132
*
```

(5)
Entry from the Open Molecules 2025 dataset: HN3S as an isolated structure (ωB97M-V/def2-TZVPD).

Results
**HOMO (spin up / spin down)**: -7.774 / -7.775 eV
**Relative energy (zero: lowest compared OMol25 entry of this formula, charge and spin)**: 3.203 eV
**Orbital gap (spin up / spin down)**: 7.0 / 7.0 eV

```
! wB97M-V def2-TZVPD RIJCOSX def2/J DEFGRID3
* xyz 0 1
N -0.564 1.096 0.003
N 1.763 0.420 -0.002
N -0.789 -0.042 -0.005
S 1.290 -0.959 0.001
H -1.700 -0.516 0.004
*
```

(6)
Entry from the Open Molecules 2025 dataset: one molecule with the formula C4H6N2O (ωB97M-V/def2-TZVPD).

Results
**HOMO**: -9.554 eV
**Relative energy (zero: lowest compared OMol25 entry of this formula, charge and spin)**: 3.325 eV
**Orbital gap**: 9.9 eV

```
! wB97M-V def2-TZVPD RIJCOSX def2/J DEFGRID3
* xyz 0 1
C -2.236 -0.059 -0.354
C -0.793 -0.397 -0.055
O -0.197 0.779 0.534
C 1.081 1.086 0.546
N 1.869 0.134 -0.059
C 3.190 0.397 -0.194
N 4.322 0.588 -0.344
H -2.280 0.798 -1.031
H -2.726 -0.909 -0.835
H -2.779 0.194 0.558
H -0.281 -0.667 -0.985
H -0.699 -1.219 0.663
H 1.559 -0.734 -0.486
*
```

Copy entry 1 word for word.
Entry from the Open Molecules 2025 dataset: C14H5AuF9N4O6S as an isolated structure (ωB97M-V/def2-TZVPD).

Results
**HOMO (spin up / spin down)**: -5.870 / -6.354 eV
**⟨S²⟩**: 2.038
**Orbital gap (spin up / spin down)**: 8.0 / 3.8 eV

```
! wB97M-V def2-TZVPD RIJCOSX def2/J DEFGRID3
* xyz -1 3
Au -0.250 -4.390 16.051
F -0.694 -4.939 20.083
C -0.030 -3.882 19.582
F 0.532 -3.239 20.628
F 0.930 -4.349 18.755
C -0.948 -2.950 18.777
O -1.281 -3.487 17.547
C -2.337 -2.820 19.516
F -3.090 -1.821 18.973
F -2.274 -2.619 20.845
F -3.103 -3.946 19.342
C -0.269 -1.546 18.618
F 1.087 -1.731 18.432
F -0.717 -0.858 17.518
F -0.399 -0.692 19.647
N 0.021 -8.321 10.938
C 0.124 -7.677 11.896
N -0.295 -7.081 12.964
C 0.153 -6.229 13.770
N 0.547 -5.525 14.621
O -5.995 -7.558 16.029
S -4.754 -7.936 15.425
O -4.563 -9.291 14.969
N -3.522 -7.407 16.419
C -2.721 -6.464 15.833
O -1.699 -5.984 16.418
C -3.235 -6.050 14.537
C -2.810 -4.986 13.744
C -3.331 -4.872 12.456
C -4.336 -5.731 12.016
C -4.901 -6.628 12.903
C -4.304 -6.824 14.117
H -1.938 -4.412 14.108
H -2.907 -4.103 11.812
H -4.695 -5.717 10.989
H -5.709 -7.263 12.610
O 0.581 -2.879 13.602
C 1.463 -2.774 14.465
O 1.418 -3.167 15.754
H 2.526 -2.450 14.263
*
```